[1]
DFT (ωB97M-V/def2-TZVPD) results for C6H14N2 in the gas phase at a distorted geometry.

The geometry in XYZ format:
```
22
Properties=species:S:1:pos:R:3
N 1.87 -2.18 -1.78
C 1.43 -1.44 -0.63
C 0.04 -0.87 -0.92
N -0.63 -0.31 0.23
C -1.72 0.62 -0.08
C -1.39 1.98 0.55
C -0.10 1.75 1.32
C 0.13 0.25 1.38
H 1.20 -2.89 -2.05
H 2.76 -2.65 -1.67
H 1.31 -1.97 0.32
H 2.10 -0.60 -0.45
H 0.05 -0.20 -1.78
H -0.51 -1.75 -1.27
H -1.90 0.70 -1.15
H -2.61 0.23 0.38
H -1.31 2.73 -0.23
H -2.25 2.32 1.14
H -0.15 2.23 2.31
H 0.76 2.21 0.83
H 1.19 0.08 1.28
H -0.28 -0.22 2.27
```

largest force on an atom = 1.364 eV/Å
SMILES = NCCN1CCCC1
highest occupied orbital energy = -7.9 eV
LUMO level = 1.08 eV

=====

[2]
DFT (ωB97M-V/def2-TZVPD) results for a molecular structure, C37H57BaF3N6O10SSi3 at a distorted geometry.

The geometry in XYZ format:
```
118
Properties=species:S:1:pos:R:3
Ba -0.26 0.75 0.26
N 2.26 2.46 -1.49
C 1.99 2.79 -2.88
C 0.65 2.20 -3.34
N -0.37 2.18 -2.29
C -1.00 3.45 -1.96
C -0.25 4.19 -0.84
N -0.11 3.34 0.35
H 3.21 2.67 -1.20
H 2.14 1.46 -1.33
H 2.74 2.43 -3.59
H 1.97 3.89 -2.99
H 0.82 1.17 -3.62
H 0.31 2.75 -4.23
H -1.08 1.49 -2.54
H -2.01 3.23 -1.61
H -1.09 4.11 -2.83
H -0.79 5.12 -0.64
H 0.74 4.43 -1.21
H -0.91 3.45 0.96
H 0.73 3.55 0.88
O 5.19 -1.00 0.17
C 4.32 -0.12 0.39
O 4.43 1.15 0.28
C 2.91 -0.62 0.81
O 2.78 -1.52 1.67
O 1.93 -0.02 0.21
C 1.35 -3.82 -1.55
Si -0.44 -3.44 -1.10
C -1.33 -5.10 -1.34
C -0.41 -3.23 0.79
C -1.16 -2.10 -2.08
Si -2.95 -1.93 -1.97
C -3.70 -0.34 -2.67
C -3.94 -3.24 -2.94
C -3.59 -2.12 -0.20
Si -0.50 -1.96 -3.73
C -1.25 -0.61 -4.84
C -0.71 -3.52 -4.80
C 1.39 -1.67 -3.82
C 2.17 -2.24 -4.83
C 3.55 -2.09 -4.81
C 4.13 -1.38 -3.78
C 3.30 -0.80 -2.83
N 1.97 -0.93 -2.85
H 1.69 -4.72 -1.02
H 2.00 -2.98 -1.25
H 1.49 -3.98 -2.62
H -0.82 -5.92 -0.81
H -1.38 -5.36 -2.40
H -2.36 -5.05 -0.96
H 0.54 -3.59 1.19
H -1.23 -3.78 1.28
H -0.48 -2.18 1.07
H -3.72 -0.36 -3.77
H -4.73 -0.23 -2.31
H -3.15 0.55 -2.36
H -3.70 -3.17 -4.02
H -5.02 -3.10 -2.83
H -3.68 -4.25 -2.61
H -3.47 -1.19 0.37
H -3.04 -2.91 0.33
H -4.65 -2.38 -0.20
H -2.13 -0.99 -5.38
H -0.51 -0.28 -5.58
H -1.57 0.27 -4.27
H -1.72 -3.92 -4.65
H -0.01 -4.31 -4.48
H -0.56 -3.34 -5.87
H 1.69 -2.81 -5.62
H 4.17 -2.55 -5.58
H 5.21 -1.27 -3.69
H 3.72 -0.23 -2.01
O -0.21 -3.64 6.74
C -0.20 -2.35 7.12
O -0.58 -2.08 8.22
C 0.28 -1.34 6.13
C 0.62 -1.65 4.81
C 1.05 -0.67 3.93
C 1.18 0.64 4.38
C 0.87 0.95 5.70
C 0.41 -0.03 6.56
N 1.62 1.61 3.44
C 2.48 2.44 3.77
C 3.03 3.45 2.84
C 4.19 4.11 3.19
C 4.78 4.97 2.27
C 4.18 5.14 1.04
C 2.99 4.46 0.80
N 2.41 3.66 1.68
H 0.16 -3.73 5.85
H 0.56 -2.66 4.42
H 1.36 -0.93 2.91
H 0.96 1.98 6.04
H 0.15 0.20 7.58
H 2.99 2.36 4.74
H 4.65 3.92 4.15
H 5.70 5.48 2.51
H 4.61 5.77 0.28
H 2.46 4.58 -0.15
C -2.65 -1.28 3.54
C -2.02 0.05 3.26
C -2.21 1.14 4.26
O -1.40 0.23 2.21
H -2.57 -1.54 4.59
H -2.22 -2.05 2.90
H -3.71 -1.17 3.27
H -3.18 1.60 4.04
H -1.45 1.91 4.14
H -2.22 0.74 5.27
F -5.39 3.23 0.90
C -4.41 2.90 0.04
F -3.83 4.05 -0.36
F -4.96 2.32 -1.02
S -3.19 1.81 0.90
O -2.54 2.79 1.76
O -4.07 0.87 1.55
O -2.36 1.30 -0.19
```

largest force on an atom = 5.560 eV/Å
highest occupied orbital energy = -2.1 eV
LUMO level = 3.48 eV
total charge = -2

=====

[3]
DFT (ωB97M-V/def2-TZVPD) results for a molecular structure, C19H27CuN2O3P at a distorted geometry.

The geometry in XYZ format:
```
53
Properties=species:S:1:pos:R:3
C 3.81 0.45 -0.43
C 3.03 -0.99 -0.32
C 3.65 -2.09 0.78
C 2.93 -3.59 0.94
C 1.61 -3.95 -0.03
C 1.03 -2.81 -1.09
C 1.72 -1.30 -1.25
C 1.02 -0.29 -2.34
C 0.30 1.04 -1.63
O 0.29 0.76 -0.18
C -0.54 1.71 0.57
C -0.63 3.22 -0.06
N 0.70 3.94 -0.21
C -2.10 1.22 0.81
C -2.58 0.00 -0.17
C -3.41 0.40 -1.57
C -4.00 -0.75 -2.63
C -3.79 -2.37 -2.34
C -2.95 -2.76 -0.96
C -2.37 -1.61 0.08
C -1.61 -2.16 1.43
P 0.24 1.79 2.35
N 0.65 0.29 2.90
O -0.96 2.53 3.43
O 1.69 2.74 2.43
H 3.47 1.05 -1.38
H 4.99 0.23 -0.48
H 3.66 1.08 0.56
H 4.61 -1.83 1.45
H 3.40 -4.33 1.72
H 1.11 -5.03 0.11
H 0.11 -3.11 -1.75
H 0.25 -0.84 -3.07
H 1.89 0.09 -3.05
H -0.77 1.11 -2.10
H 1.00 1.95 -1.94
H -1.25 3.29 -1.08
H -1.26 3.87 0.71
H 0.83 4.64 0.55
H 0.76 4.43 -1.16
H -2.32 0.87 1.91
H -2.82 2.14 0.61
H -3.64 1.52 -1.86
H -4.59 -0.46 -3.60
H -4.22 -3.23 -3.05
H -2.81 -3.91 -0.75
H -2.17 -3.11 1.81
H -1.56 -1.28 2.20
H -0.48 -2.49 1.24
H 0.45 -0.42 2.15
H -1.45 1.76 3.89
H 1.77 2.99 3.42
Cu 3.31 3.60 2.42
```

largest force on an atom = 5.473 eV/Å
highest occupied orbital energy (spin up / spin down) = -12.9 / -12.9 eV
LUMO level (spin up / spin down) = -7.99 / -9.10 eV
total charge = +2
multiplicity = 2

=====

[4]
DFT (ωB97M-V/def2-TZVPD) results for 9 unconnected molecules or ions with the total composition C11H40O9 at a distorted geometry.

The geometry in XYZ format:
```
60
Properties=species:S:1:pos:R:3
C -2.26 -0.19 3.09
C -3.47 -1.05 2.77
O -4.13 -0.46 1.68
H -1.56 -0.08 2.27
H -1.76 -0.42 4.03
H -2.56 0.83 3.34
H -4.19 -1.22 3.57
H -3.08 -2.03 2.50
H -4.90 -1.01 1.53
C 3.86 0.27 -0.09
C 4.69 -0.34 1.03
O 3.82 -1.06 1.94
H 3.27 1.14 0.21
H 3.07 -0.40 -0.44
H 4.53 0.52 -0.91
H 5.19 0.51 1.50
H 5.45 -1.06 0.73
H 4.27 -1.35 2.74
C -2.87 4.91 -0.85
C -2.02 3.66 -0.64
O -0.78 3.96 -0.07
H -2.52 5.35 -1.78
H -2.75 5.63 -0.04
H -3.95 4.77 -0.88
H -1.98 3.11 -1.58
H -2.56 3.04 0.08
H -0.23 3.19 -0.21
C -1.18 -2.81 -0.57
C -0.91 -3.91 0.43
O 0.39 -3.76 0.94
H -2.23 -2.70 -0.85
H -0.56 -2.93 -1.46
H -0.99 -1.83 -0.13
H -0.99 -4.86 -0.10
H -1.60 -3.96 1.27
H 0.45 -4.32 1.72
O 1.22 -0.95 1.25
H 2.16 -0.79 1.39
H 1.14 -1.90 1.25
O 0.03 1.19 -0.33
H -0.88 0.91 -0.39
H 0.43 0.59 0.30
O 2.00 1.11 3.87
H 1.59 0.97 3.02
H 2.78 1.63 3.68
O -2.50 0.43 -0.45
H -3.04 0.25 0.33
H -3.10 0.33 -1.18
C -0.03 -0.13 -3.46
C 1.41 -0.35 -2.91
C 2.42 -0.75 -3.93
O 1.79 0.89 -2.36
H -0.37 -0.99 -4.04
H -0.13 0.71 -4.14
H -0.68 0.10 -2.62
H 1.43 -1.08 -2.10
H 2.32 -1.79 -4.26
H 3.35 -0.59 -3.40
H 2.49 0.02 -4.69
H 1.21 1.02 -1.61
```

largest force on an atom = 2.496 eV/Å
highest occupied orbital energy (spin up / spin down) = -11.9 / -11.9 eV
LUMO level (spin up / spin down) = -2.66 / -9.25 eV
total charge = +1
multiplicity = 2

=====

[5]
DFT (ωB97M-V/def2-TZVPD) results for 2 unconnected molecules or ions with the total composition C6H17N4OP at a distorted geometry.

The geometry in XYZ format:
```
29
Properties=species:S:1:pos:R:3
C -0.07 -1.08 2.98
N -0.07 -0.08 1.80
C -1.05 1.03 1.76
P 0.98 -0.29 0.51
N 2.37 -0.54 1.25
O 3.35 -1.28 0.97
N 0.34 -1.69 -0.37
C -0.87 -1.49 -1.20
C 1.37 -2.46 -0.95
H -0.96 -1.63 3.10
H 0.85 -1.76 2.69
H 0.07 -0.52 3.90
H -0.64 1.92 2.30
H -1.13 1.33 0.72
H -1.96 0.77 2.11
H -1.29 -2.56 -1.49
H -1.65 -0.99 -0.65
H -0.76 -0.92 -2.13
H 1.58 -2.39 -2.09
H 2.31 -2.37 -0.50
H 1.18 -3.62 -0.69
C 1.20 2.24 -0.94
N 0.01 2.66 -0.81
C -0.87 2.17 -1.77
H 1.96 2.70 -0.36
H 1.63 1.64 -1.75
H -1.85 2.02 -1.39
H -0.90 2.99 -2.51
H -0.63 1.26 -2.34
```

largest force on an atom = 4.591 eV/Å
SMILES = CN(C)P(N=O)N(C)C.C=NC
highest occupied orbital energy (spin up / spin down) = -8.1 / -8.1 eV
LUMO level (spin up / spin down) = -0.66 / -0.66 eV

=====

[6]
DFT (ωB97M-V/def2-TZVPD) results for a molecular structure, C3H2N2O at a distorted geometry.

The geometry in XYZ format:
```
8
Properties=species:S:1:pos:R:3
C 2.00 -0.13 -0.09
C -1.25 0.26 -0.08
C 1.22 -1.19 0.11
N 2.62 0.77 -0.42
N -2.23 0.98 -0.19
O -0.52 -0.65 0.10
H 1.00 -1.79 0.96
H -2.84 1.74 -0.38
```

largest force on an atom = 5.234 eV/Å
highest occupied orbital energy = -8.2 eV
LUMO level = -0.32 eV

=====

[7]
DFT (ωB97M-V/def2-TZVPD) results for a molecular structure, C16H30FO2P2Ru at a distorted geometry.

The geometry in XYZ format:
```
52
Properties=species:S:1:pos:R:3
Ru 0.23 -0.49 0.10
C 0.84 4.37 -1.19
P 1.60 3.64 0.26
C 3.01 4.63 0.73
C 0.42 3.54 1.64
C -0.98 3.01 1.30
P -1.25 1.19 1.03
C -1.84 0.56 2.64
C -2.73 1.19 -0.03
H 0.00 3.78 -1.57
H 1.59 4.49 -1.97
H 0.48 5.37 -0.92
H 2.68 5.66 0.86
H 3.76 4.60 -0.07
H 3.47 4.28 1.66
H 0.32 4.57 2.02
H 0.88 2.96 2.44
H -1.39 3.52 0.43
H -1.63 3.24 2.14
H -2.64 1.19 3.01
H -1.03 0.53 3.37
H -2.21 -0.46 2.51
H -3.51 1.79 0.44
H -3.09 0.17 -0.16
H -2.50 1.61 -1.01
C -0.87 -1.57 -2.88
O -0.88 -1.73 -1.46
C -1.11 -3.09 -1.03
C -1.28 -3.05 0.47
O -0.12 -2.48 1.10
C 0.89 -3.42 1.50
H -1.83 -1.88 -3.30
H -0.08 -2.16 -3.34
H -0.72 -0.51 -3.09
H -0.27 -3.71 -1.33
H -2.02 -3.48 -1.50
H -1.48 -4.05 0.85
H -2.12 -2.40 0.72
H 1.39 -3.87 0.63
H 0.44 -4.21 2.09
H 1.61 -2.89 2.11
F 2.99 -2.04 -0.59
C 2.67 -0.77 -0.41
C 2.09 -0.07 -1.48
C 1.76 1.28 -1.29
C 2.06 1.91 -0.07
C 2.65 1.19 0.97
C 2.94 -0.17 0.81
H 2.01 -0.54 -2.45
H 1.34 1.84 -2.12
H 2.92 1.68 1.89
H 3.43 -0.73 1.60
```

largest force on an atom = 1.407 eV/Å
highest occupied orbital energy (spin up / spin down) = -18.6 / -18.6 eV
LUMO level (spin up / spin down) = -11.30 / -11.37 eV
total charge = +3

=====

[8]
DFT (ωB97M-V/def2-TZVPD) results for C3H6N2O in the gas phase at a distorted geometry.

The geometry in XYZ format:
```
12
Properties=species:S:1:pos:R:3
N 0.30 -0.37 -2.86
C 0.32 -0.04 -1.75
C 0.32 0.42 -0.34
N -0.88 1.17 0.02
C 0.47 -0.80 0.58
O 0.51 -0.46 1.94
H 1.20 1.06 -0.22
H -1.33 1.59 -0.78
H -1.56 0.55 0.44
H -0.34 -1.51 0.36
H 1.42 -1.31 0.36
H -0.39 -0.31 2.26
```

largest force on an atom = 1.218 eV/Å
SMILES = N#C[C@@H](N)CO
highest occupied orbital energy = -10.4 eV
LUMO level = 0.58 eV